A 8-piece molecular cluster, C17H50O8 overall, computed with ωB97M-V/def2-TZVPD.

```
75
Properties=species:S:1:pos:R:3:mulliken_charge:R:1
C 2.0692 -0.5803 5.5033 -0.787
C 3.0033 0.6515 5.4195 0.634
C 3.1019 1.1970 3.9993 -1.486
O 2.3686 1.6543 6.2136 -0.576
H 1.8129 -0.9352 4.5006 -0.112
H 1.1047 -0.3148 5.9294 0.373
H 2.5790 -1.3704 6.0492 0.288
H 3.9772 0.3936 5.8461 0.197
H 3.5612 0.4744 3.3051 0.373
H 3.8098 2.0227 3.8643 0.466
H 2.1655 1.4728 3.5170 0.352
H 2.6956 2.5362 6.0207 0.304
C -1.6516 -1.0405 -4.3502 -1.376
C -2.4376 -1.8004 -3.2817 1.119
C -2.9601 -3.1281 -3.8154 -1.641
O -1.5982 -2.0416 -2.1412 -0.308
H -1.3623 -1.6961 -5.1733 0.420
H -0.7342 -0.5805 -3.9825 0.310
H -2.2321 -0.2193 -4.7806 0.316
H -3.2609 -1.2210 -2.8536 -0.021
H -2.2254 -3.6952 -4.3862 0.339
H -3.8719 -2.9584 -4.3900 0.406
H -3.2253 -3.7786 -2.9778 0.357
H -1.8164 -1.3846 -1.4492 0.210
C -1.2414 4.8272 -3.3194 -1.376
C -1.4806 3.4838 -2.6063 0.491
C -2.1802 2.4818 -3.5518 -1.313
O -0.2555 2.8374 -2.2686 -0.452
H -0.3544 4.7738 -3.9437 0.333
H -1.1376 5.5911 -2.5463 0.347
H -2.1552 5.0751 -3.8590 0.366
H -2.1439 3.6269 -1.7540 0.304
H -3.1799 2.7189 -3.9263 0.391
H -2.2392 1.5066 -3.0675 0.194
H -1.5420 2.3642 -4.4350 0.421
H 0.2408 2.7009 -3.0808 0.307
C 2.6811 -3.6404 2.6463 -1.169
C 1.1849 -3.7168 2.5212 -0.065
O 0.8403 -4.0682 1.1784 -0.377
H 3.1886 -4.6082 2.7106 0.373
H 2.9761 -3.1621 3.5889 0.302
H 3.2570 -3.1014 1.8907 0.270
H 0.6911 -2.7573 2.7339 0.174
H 0.7762 -4.3937 3.2792 0.300
H -0.0428 -4.4518 1.1831 0.236
C -0.3445 4.5152 0.9235 -0.775
C 0.4136 3.9125 2.0846 0.124
O 1.4019 4.8211 2.5756 -0.567
H -0.8066 5.4413 1.2600 0.458
H -1.0805 3.7964 0.5415 0.046
H 0.2827 4.5961 0.0326 0.249
H 1.0428 3.0611 1.8134 -0.050
H -0.2861 3.5579 2.8508 0.227
H 1.0250 5.6897 2.7484 0.296
C 1.1637 -4.2476 -2.4013 -0.666
C 1.8910 -2.9711 -2.0379 0.093
O 3.0610 -3.1987 -1.2475 -0.588
H 0.2128 -3.9995 -2.8761 0.037
H 0.8675 -4.8562 -1.5456 0.188
H 1.8645 -4.8160 -3.0173 0.315
H 1.1871 -2.3536 -1.4560 -0.186
H 2.0862 -2.2861 -2.8634 0.466
H 2.6664 -3.5957 -0.4596 0.287
C -4.0032 -0.0636 -0.1508 -0.739
O -2.6788 -0.5353 -0.0818 -0.424
H -4.3166 0.1297 -1.1882 0.243
H -4.7083 -0.8019 0.2265 0.266
H -4.1122 0.9180 0.3171 0.317
H -2.0537 0.1538 0.1953 0.250
C 0.5378 -0.0576 0.8666 -0.723
O -0.3150 0.8834 0.1890 -0.439
H 0.4202 0.2588 1.9061 0.260
H 0.1498 -1.0788 0.8119 0.204
H 1.5407 -0.0906 0.4485 0.457
H 0.1345 1.4729 -0.4261 0.159
```

Properties
**Frontier orbital gap**: 10.00 eV
**HOMO**: -9.44 eV
**Energy above the lowest of the compared OMol25 structures with the same formula, charge and spin**: 2.4091 eV
**LUMO energy**: 0.55 eV
**Energy**: -34817.2224 eV
**Total charge**: 0